# C38H37ClCrN4O4PS4

C38H37ClCrN4O4PS4 as an isolated structure in a non-equilibrium geometry (ωB97M-V with the def2-TZVPD basis set, OMol25).

The value obtained for the electronic energy is -5429.0861 hartree. The orbital gap (alpha / beta) is 6.6310 / 6.9494 eV. As for the multiplicity: 2. The largest force on an atom comes out at 1.13 eV/A. The LUMO energy (alpha / beta) comes out at -0.0267 / -0.0142 Eh. The relative energy (zero: lowest compared OMol25 entry of this formula, charge and spin) is 24.6 kcal per mole.

Geometry as XYZ:
```
90
C38H37ClCrN4O4PS4 | OMol25 | ωB97M-V with the def2-TZVPD basis set
Cr -0.738 0.313 0.769
S -0.062 2.345 4.744
C -0.237 1.708 3.242
S 0.900 0.663 2.473
S -1.632 1.917 2.232
N -2.135 -2.621 1.129
P -1.230 -1.549 2.118
C 0.245 -2.575 2.447
C 0.949 -2.414 3.638
C 2.089 -3.160 3.866
C 2.539 -4.060 2.912
C 1.843 -4.216 1.725
C 0.699 -3.474 1.489
C -2.137 -1.842 3.672
C -2.279 -3.163 4.102
C -2.998 -3.442 5.249
C -3.563 -2.409 5.980
C -3.397 -1.096 5.571
C -2.686 -0.807 4.415
C -2.154 -2.416 -0.225
C -3.084 -3.062 -1.045
C -3.052 -2.834 -2.403
C -2.082 -1.973 -2.908
C -1.198 -1.385 -2.029
N -1.208 -1.602 -0.713
H -2.941 -3.095 1.521
H 0.592 -1.710 4.379
H 2.632 -3.038 4.791
H 3.429 -4.645 3.097
H 2.195 -4.922 0.985
H 0.141 -3.603 0.569
H -1.814 -3.963 3.542
H -3.116 -4.465 5.577
H -4.130 -2.629 6.874
H -3.823 -0.292 6.150
H -2.559 0.218 4.094
H -3.809 -3.732 -0.610
H -3.770 -3.307 -3.055
H -2.010 -1.766 -3.962
H -0.448 -0.693 -2.387
C -0.652 6.346 -1.308
C -1.814 5.675 -0.648
C -2.515 6.283 0.376
C -3.600 5.649 0.961
Cl -4.448 6.427 2.249
C -4.014 4.407 0.523
C -3.316 3.785 -0.500
C -2.216 4.403 -1.080
O -1.475 3.866 -2.102
C -1.680 2.510 -2.404
C -1.406 1.635 -1.180
O -0.302 1.724 -0.606
O -2.261 0.826 -0.750
H -0.468 7.320 -0.866
H -0.853 6.464 -2.372
H 0.237 5.725 -1.212
H -2.214 7.257 0.728
H -4.871 3.927 0.970
H -3.661 2.819 -0.830
H -0.948 2.273 -3.184
H -2.690 2.311 -2.784
C 4.761 -2.704 -2.418
C 3.792 -3.878 -2.492
C 2.372 -3.411 -2.836
N 1.857 -2.521 -1.820
C 1.948 -1.172 -1.795
S 1.882 -0.402 -0.325
N 1.985 -0.540 -3.013
C 1.860 0.823 -3.340
O 1.157 1.078 -4.298
C 2.650 1.835 -2.634
C 2.285 3.170 -2.823
C 3.058 4.188 -2.298
C 4.203 3.885 -1.576
C 4.576 2.562 -1.398
C 3.812 1.538 -1.924
H 5.757 -3.056 -2.165
H 4.444 -1.998 -1.652
H 4.809 -2.183 -3.371
H 3.775 -4.396 -1.530
H 4.117 -4.589 -3.255
H 1.705 -4.275 -2.908
H 2.382 -2.904 -3.804
H 1.830 -2.907 -0.882
H 1.622 -1.103 -3.780
H 1.393 3.392 -3.390
H 2.770 5.216 -2.463
H 4.806 4.680 -1.160
H 5.477 2.324 -0.851
H 4.127 0.516 -1.791
```

=====

# C38H37ClN5O7RuTe

C38H37ClN5O7RuTe as an isolated structure in a non-equilibrium geometry (ωB97M-V with the def2-TZVPD basis set, OMol25).

The value obtained for the electronic energy is -3093.7283 hartree. The orbital gap (alpha / beta) is 5.8224 / 5.8216 eV. The largest force on an atom comes out at 1.30 eV/A. The total charge is -1. The LUMO energy (alpha / beta) comes out at 0.0725 / 0.0725 Eh. The relative energy (zero: lowest compared OMol25 entry of this formula, charge and spin) is 0.0 kcal per mole.

Geometry as XYZ:
```
90
C38H37ClN5O7RuTe | OMol25 | ωB97M-V with the def2-TZVPD basis set
Ru -1.192 0.994 1.825
O 0.642 -1.987 4.011
C -0.072 -1.140 3.467
N 0.253 -0.142 2.655
C 1.535 0.386 2.444
C 2.700 -0.103 3.032
C 3.904 0.572 2.866
C 3.959 1.732 2.113
C 2.813 2.227 1.500
C 1.599 1.558 1.640
N 0.376 1.993 1.087
C 0.180 3.083 0.343
O 1.003 3.838 -0.172
C -1.297 3.318 0.086
C -1.684 4.338 -0.764
C -3.031 4.541 -1.003
C -3.950 3.719 -0.379
C -3.484 2.725 0.462
N -2.190 2.520 0.691
C -1.563 -1.131 3.772
C -2.055 -1.994 4.737
C -3.373 -1.875 5.142
C -4.157 -0.882 4.581
C -3.602 -0.070 3.609
N -2.345 -0.206 3.188
H 2.637 -1.000 3.630
H 4.800 0.186 3.340
H 4.895 2.266 1.997
H 2.844 3.128 0.908
H -0.906 4.944 -1.208
H -3.360 5.334 -1.664
H -5.015 3.842 -0.527
H -4.167 2.078 0.995
H -1.369 -2.715 5.159
H -3.777 -2.532 5.902
H -5.182 -0.725 4.889
H -4.171 0.723 3.146
O -1.552 4.473 3.000
Cl -1.888 3.372 3.849
O -1.707 3.699 5.225
O -0.965 2.242 3.552
O -3.240 2.944 3.600
C -3.787 -1.124 0.470
C -2.537 -0.794 -0.326
O -2.504 -1.116 -1.550
N -1.526 -0.223 0.299
Te -0.176 0.098 -1.410
C 0.066 -0.658 -3.414
C 0.194 0.327 -4.410
C 0.051 1.810 -4.151
C 0.443 -0.076 -5.722
C 0.552 -1.411 -6.074
C 0.819 -1.825 -7.497
C 0.383 -2.366 -5.080
C 0.127 -2.015 -3.759
C -0.085 -3.099 -2.744
C 1.469 -0.936 -0.573
C 2.742 -0.375 -0.764
C 2.981 0.881 -1.560
C 3.839 -1.002 -0.183
C 3.703 -2.145 0.589
C 4.887 -2.770 1.273
C 2.435 -2.683 0.746
C 1.305 -2.104 0.176
C -0.013 -2.788 0.431
H -4.476 -1.667 -0.174
H -4.263 -0.208 0.821
H -3.542 -1.724 1.344
H -0.953 2.060 -3.798
H 0.226 2.364 -5.074
H 0.747 2.177 -3.399
H 0.551 0.686 -6.489
H 1.017 -0.959 -8.129
H -0.037 -2.358 -7.917
H 1.680 -2.493 -7.557
H 0.440 -3.420 -5.337
H -0.232 -4.061 -3.238
H -0.966 -2.880 -2.142
H 0.776 -3.187 -2.076
H 2.286 1.678 -1.286
H 2.886 0.691 -2.633
H 3.986 1.259 -1.367
H 4.819 -0.552 -0.302
H 5.789 -2.178 1.117
H 5.074 -3.781 0.902
H 4.711 -2.841 2.349
H 2.303 -3.569 1.361
H 0.131 -3.870 0.416
H -0.777 -2.530 -0.298
H -0.392 -2.517 1.415
```

=====

# C38H37ClN7O4STl

C38H37ClN7O4STl as an isolated structure (ωB97M-V with the def2-TZVPD basis set, OMol25).

The value obtained for the electronic energy is -3185.3473 hartree. The orbital gap is 5.5131 eV. The largest force on an atom comes out at 0.41 eV/A. The total charge is -2. The LUMO energy comes out at 0.1483 Eh.

Geometry as XYZ:
```
89
C38H37ClN7O4STl | OMol25 | ωB97M-V with the def2-TZVPD basis set
Tl 0.594 0.473 0.697
C 3.685 -2.457 2.732
C 3.511 -3.712 2.155
C 2.805 -3.805 0.968
C 2.298 -2.652 0.335
C 2.379 -1.387 0.933
C 3.085 -1.350 2.147
C 1.716 -2.827 -1.030
C 2.192 -3.843 -1.874
C 1.617 -4.026 -3.112
C 0.577 -3.202 -3.511
C -0.077 -3.378 -4.814
C -1.159 -2.694 -5.164
C -1.771 -1.661 -4.270
C -0.930 -1.265 -3.027
C 0.179 -2.196 -2.626
N 0.736 -2.017 -1.437
H 4.260 -2.356 3.647
H 3.898 -4.605 2.632
H 2.620 -4.791 0.559
H 3.150 -0.403 2.677
H 3.004 -4.474 -1.554
H 1.961 -4.818 -3.772
H 0.351 -4.112 -5.491
H -1.632 -2.866 -6.127
H -2.812 -1.931 -4.060
H -1.549 -1.028 -2.164
Cl -1.896 4.388 7.464
C -1.131 3.807 5.980
C -1.125 4.630 4.833
C -0.509 4.212 3.691
C 0.194 2.941 3.595
O 0.877 2.655 2.594
C 0.030 2.083 4.747
C 0.435 0.693 4.760
O 0.734 -0.017 3.816
C -0.577 2.562 5.923
H -1.623 5.592 4.870
H -0.519 4.823 2.795
H 0.418 0.243 5.783
H -0.623 1.908 6.788
N -7.934 -0.468 -0.714
C -6.901 0.451 -1.006
C -6.079 0.936 0.009
C -5.044 1.811 -0.283
C -4.819 2.213 -1.594
C -5.629 1.728 -2.606
C -6.661 0.847 -2.318
S -3.563 3.435 -1.931
O -3.593 4.298 -0.770
O -3.943 4.013 -3.207
N -2.176 2.693 -1.928
C -1.893 1.755 -2.840
N -0.698 1.286 -2.976
C -0.543 0.087 -3.734
C -1.606 -0.230 -4.842
C -2.824 0.596 -4.652
N -3.018 1.403 -3.705
H -8.273 -0.392 0.233
H -8.700 -0.423 -1.370
H -6.261 0.632 1.034
H -4.407 2.202 0.499
H -5.436 2.052 -3.621
H -7.288 0.460 -3.115
H 0.478 0.024 -4.115
H -1.294 -0.218 -5.890
H -3.624 0.504 -5.398
C -5.522 -1.867 3.290
C -4.182 -2.591 3.213
N -3.469 -2.371 1.963
C -3.657 -3.331 0.893
C -4.328 -2.729 -0.342
C -2.479 -1.412 1.826
C -2.378 -0.324 2.874
N -1.638 -1.353 0.868
H -5.930 -1.911 4.304
H -6.248 -2.313 2.608
H -5.401 -0.822 3.011
H -4.341 -3.667 3.314
H -3.552 -2.300 4.051
H -4.279 -4.136 1.288
H -2.695 -3.786 0.626
H -5.390 -2.543 -0.158
H -4.236 -3.406 -1.194
H -3.871 -1.778 -0.612
H -1.433 -0.427 3.418
H -3.198 -0.295 3.584
H -2.332 0.632 2.357
H -1.687 -2.096 0.184
```

=====

# C38H37F2N4O4PReS2

C38H37F2N4O4PReS2 as an isolated structure (ωB97M-V with the def2-TZVPD basis set, OMol25).

The value obtained for the electronic energy is -3406.2322 hartree. The orbital gap (alpha / beta) is 6.3139 / 5.6185 eV. As for the multiplicity: 3. The largest force on an atom comes out at 0.76 eV/A. The total charge is -1. The LUMO energy (alpha / beta) comes out at 0.0864 / 0.0606 Eh.

Geometry as XYZ:
```
89
C38H37F2N4O4PReS2 | OMol25 | ωB97M-V with the def2-TZVPD basis set
Re -0.259 -0.399 0.151
C -1.872 1.977 -2.261
C -3.110 1.236 -1.848
C -4.350 1.869 -1.911
C -5.513 1.192 -1.587
C -5.435 -0.137 -1.202
C -4.214 -0.799 -1.124
C -4.189 -2.252 -0.730
C -3.036 -0.098 -1.440
N -1.754 -0.745 -1.324
C -1.484 -1.750 -2.208
O -2.149 -2.085 -3.179
C -0.228 -2.507 -1.863
C 0.245 -3.590 -2.560
C 1.402 -4.222 -2.111
C 2.061 -3.736 -0.994
C 1.553 -2.627 -0.356
N 0.414 -2.059 -0.774
C 2.188 -1.969 0.836
O 3.161 -2.474 1.378
N 1.518 -0.846 1.229
C 1.886 -0.265 2.492
C 1.634 -0.957 3.690
C 1.196 -2.398 3.702
C 1.854 -0.308 4.904
C 2.355 0.982 4.950
C 2.681 1.623 3.764
C 2.465 1.010 2.532
C 2.906 1.681 1.264
H -2.072 3.043 -2.392
H -1.087 1.862 -1.515
H -1.472 1.581 -3.199
H -4.392 2.910 -2.222
H -6.473 1.693 -1.642
H -6.341 -0.684 -0.958
H -5.181 -2.579 -0.412
H -3.875 -2.870 -1.575
H -3.491 -2.423 0.085
H -0.301 -3.914 -3.436
H 1.792 -5.083 -2.642
H 2.978 -4.169 -0.613
H 0.531 -2.626 2.874
H 2.071 -3.047 3.595
H 0.687 -2.642 4.639
H 1.636 -0.838 5.828
H 2.520 1.474 5.903
H 3.124 2.615 3.786
H 3.338 2.663 1.484
H 3.647 1.070 0.738
H 2.083 1.805 0.561
F -2.732 -4.371 2.962
C -2.378 -3.077 2.880
C -1.723 -2.623 1.762
C -1.351 -1.279 1.679
C -1.651 -0.417 2.754
C -2.308 -0.941 3.858
F -2.627 -0.149 4.908
C -2.687 -2.261 3.951
C -1.227 0.988 2.595
C -1.248 1.968 3.587
C -0.809 3.247 3.301
C -0.375 3.547 2.018
C -0.356 2.534 1.090
N -0.742 1.276 1.363
H -1.488 -3.322 0.965
H -3.205 -2.634 4.827
H -1.594 1.714 4.579
H -0.799 4.002 4.080
H -0.030 4.536 1.741
H -0.003 2.707 0.083
C 5.196 2.610 -2.630
C 3.812 2.977 -2.157
O 2.863 2.696 -3.193
P 1.291 2.534 -2.837
S 1.255 0.579 -1.848
S 2.995 -0.432 -2.169
O 0.763 2.158 -4.307
C 1.311 1.076 -5.109
C 0.315 -0.058 -5.194
H 5.937 2.901 -1.876
H 5.423 3.130 -3.566
H 5.247 1.536 -2.796
H 3.762 4.046 -1.922
H 3.554 2.415 -1.261
H 2.247 0.738 -4.672
H 1.510 1.498 -6.094
H 0.199 -0.540 -4.222
H 0.670 -0.804 -5.912
H -0.662 0.309 -5.524
```

=====

- What is the formula in the first record?
  C38H37ClCrN4O4PS4